No. 1
A structure of composition C42H59N11O9S at a distorted geometry, computed with ωB97M-V/def2-TZVPD.

## Properties
E_LUMO = 0.26 eV
Highest occupied orbital energy = -9.47 eV
Gap between HOMO and LUMO = 9.728 eV
Charge = 0
Multiplicity = 1
Energy = -3313.5480 a.u.

CARTESIAN COORDINATES (ANGSTROEM)
O1 -6.3944 -6.9369 -7.9868
C1 -6.1438 -7.5965 -6.9841
N1 -6.6153 -7.2622 -5.7443
C2 -5.3276 -8.8496 -7.0566
H1 -7.1190 -6.4014 -5.6329
H2 -6.2302 -7.7037 -4.9295
H3 -5.2900 -9.4276 -6.1393
H4 -4.3088 -8.5068 -7.2831
H5 -5.6148 -9.4570 -7.9093
O2 -6.4330 -4.0848 -11.6789
C3 -5.8501 -5.1648 -11.7083
N2 -5.8309 -6.0558 -10.6776
C4 -5.1691 -5.5901 -12.9815
H6 -6.3154 -5.9306 -9.8053
H7 -5.4200 -6.9561 -10.8314
H8 -5.8718 -5.8213 -13.7772
H9 -4.4778 -6.4374 -12.9161
H10 -4.5287 -4.7544 -13.2704
O3 -9.4597 -6.3067 -2.1007
C5 -9.9910 -6.2194 -3.2038
N3 -9.6925 -5.1848 -4.0604
C6 -10.9566 -7.2759 -3.7172
H11 -9.8271 -5.1520 -5.0490
H12 -8.9745 -4.6214 -3.6096
H13 -11.5075 -6.9452 -4.5982
H14 -11.6551 -7.5352 -2.9295
H15 -10.3594 -8.1334 -4.0314
O4 -0.9962 -7.7605 -5.9632
C7 -1.7382 -7.6762 -5.0029
N4 -2.9382 -7.0420 -5.0744
C8 -1.3322 -8.1668 -3.6359
H16 -3.1810 -6.6747 -5.9705
H17 -3.5495 -7.0588 -4.2688
H18 -2.1937 -8.3165 -2.9829
H19 -0.7606 -7.3837 -3.1311
H20 -0.7035 -9.0458 -3.7168
O5 -4.2285 -6.4753 -2.6320
C9 -5.0131 -5.7597 -1.9995
N5 -5.7512 -4.7408 -2.5244
C10 -5.0812 -5.9137 -0.5012
H21 -5.6094 -4.4217 -3.4710
H22 -6.3903 -4.1939 -1.9729
H23 -5.4426 -6.9150 -0.2648
H24 -5.7577 -5.1953 -0.0416
H25 -4.0821 -5.8095 -0.0891
N6 -6.4787 -2.6164 -5.5571
C11 -5.4650 -1.7762 -5.6989
C12 -4.5718 -1.8771 -6.7560
C13 -4.6451 -2.9307 -7.6350
C14 -5.6545 -3.8640 -7.4225
C15 -6.5439 -3.6340 -6.4007
H26 -5.5050 -0.9192 -5.0364
H27 -3.8176 -1.0990 -6.8093
H28 -3.9856 -3.0075 -8.4915
H29 -5.7847 -4.7583 -8.0143
H30 -7.3341 -4.3510 -6.1915
N7 -7.9960 1.4220 -5.7447
C16 -7.2248 1.0914 -6.7759
C17 -5.8582 1.2846 -6.7308
C18 -5.3161 1.9738 -5.6766
C19 -6.1411 2.5069 -4.7203
C20 -7.4697 2.1326 -4.7729
H31 -7.7214 0.5582 -7.5763
H32 -5.2304 0.9822 -7.5599
H33 -4.2688 2.2484 -5.7181
H34 -5.7261 3.0189 -3.8636
H35 -8.1564 2.4102 -3.9774
N8 -0.6691 -3.0656 -10.4416
C21 -1.9335 -3.4033 -10.2267
C22 -2.9226 -3.1302 -11.1570
C23 -2.5794 -2.4205 -12.2932
C24 -1.3279 -1.8399 -12.4134
C25 -0.4137 -2.2749 -11.4680
H36 -2.1196 -4.0699 -9.3879
H37 -3.9378 -3.4930 -11.0513
H38 -3.3971 -2.1660 -12.9648
H39 -1.0429 -1.2707 -13.2848
H40 0.6082 -1.9021 -11.5238
N9 -1.9489 0.1566 -8.2796
C26 -2.3451 0.1364 -9.5384
C27 -2.9583 1.2384 -10.1335
C28 -3.1646 2.4002 -9.4198
C29 -2.7774 2.3838 -8.0937
C30 -2.1794 1.2520 -7.5693
H41 -2.2267 -0.6932 -10.2229
H42 -3.1976 1.1856 -11.1906
H43 -3.6485 3.2401 -9.8993
H44 -2.9459 3.2297 -7.4356
H45 -1.9137 1.1533 -6.5210
N10 -8.1716 -2.8578 -2.4274
C31 -8.4290 -1.7006 -3.0540
C32 -9.4352 -0.8142 -2.6859
C33 -10.2291 -1.1196 -1.6142
C34 -10.0087 -2.3043 -0.9776
C35 -9.0167 -3.1669 -1.4291
H46 -7.7657 -1.4483 -3.8758
H47 -9.4826 0.1312 -3.2084
H48 -11.0269 -0.4715 -1.2769
H49 -10.5521 -2.5259 -0.0675
H50 -8.8917 -4.0616 -0.8251
N11 -6.6957 0.9946 -10.6842
C36 -6.3009 -0.0242 -9.9451
C37 -7.0857 -1.1556 -9.7271
C38 -8.3937 -1.1096 -10.1512
C39 -8.7727 -0.0972 -11.0092
C40 -7.8890 0.9319 -11.2366
H51 -5.2603 -0.0097 -9.6295
H52 -6.6259 -1.9918 -9.2214
H53 -8.9912 -2.0057 -10.0174
H54 -9.6787 -0.2076 -11.5909
H55 -8.0643 1.6977 -11.9827
C41 -0.0718 -3.0172 -6.2777
C42 -1.3877 -2.5071 -5.6883
O6 -0.9964 -1.4274 -4.7644
S1 0.5762 -1.2281 -4.7838
O7 1.1455 -1.9950 -3.7416
O8 0.8919 0.1415 -4.8943
O9 0.8040 -1.9016 -6.1964
H56 -0.1756 -3.3446 -7.3097
H57 0.3396 -3.8606 -5.7212
H58 -1.9017 -3.2680 -5.1025
H59 -2.0096 -1.9519 -6.3795

---

No. 2
A structure of composition C2H8O4 at a distorted geometry, computed with ωB97M-V/def2-TZVPD.

## Properties
Relative energy (zero: lowest compared OMol25 entry of this formula, charge and spin) = 3.9280 eV
E_LUMO = 0.76 eV
Highest occupied orbital energy = -8.94 eV
Gap between HOMO and LUMO = 9.691 eV
Charge = 0
Multiplicity = 1
Energy = -381.8536 a.u.

CARTESIAN COORDINATES (ANGSTROEM)
C1 1.5497 0.6393 -0.0295
O1 0.9773 -0.5068 1.2842
O2 0.6569 1.6109 0.1090
O3 1.5186 -0.1300 -1.0858
H1 -0.2575 1.1583 0.0902
H2 0.5669 -0.3728 -1.3335
H3 -0.2345 -0.5031 0.8769
H4 2.5547 0.9047 0.2860
C2 -1.4556 -0.3597 0.1214
O4 -1.0351 -0.5280 -1.2754
H5 -1.7139 -0.9468 -1.8143
H6 -2.2632 0.3804 0.1598
H7 -1.8891 -1.3002 0.4789
H8 1.0248 -0.0464 2.1319